{"formula": "C19H19NO", "method": "wB97M-V/def2-TZVPD", "homo_energy_ev": -8.12, "multiplicity": 1, "smiles": "Cc1cccc(C#CCOc2ccc3c(c2)CCCC3)n1", "gap_ev": 8.62, "species": ["C", "C", "C", "C", "C", "C", "C", "C", "C", "O", "C", "C", "C", "C", "C", "C", "C", "C", "C", "C", "N", "H", "H", "H", "H", "H", "H", "H", "H", "H", "H", "H", "H", "H", "H", "H", "H", "H", "H", "H"], "coordinates": [[2.951, -4.972, 0.462], [1.451, -4.912, 0.375], [0.777, -5.939, -0.334], [-0.605, -5.978, -0.348], [-1.291, -4.907, 0.282], [-0.562, -3.857, 0.883], [-1.253, -2.731, 1.417], [-1.714, -1.716, 1.856], [-2.230, -0.458, 2.351], [-2.477, 0.476, 1.300], [-1.468, 1.268, 0.809], [-0.107, 0.960, 0.963], [0.872, 1.754, 0.386], [0.561, 2.885, -0.351], [-0.824, 3.217, -0.490], [-1.808, 2.395, 0.047], [-1.259, 4.442, -1.224], [-0.113, 5.382, -1.606], [1.115, 4.573, -2.100], [1.682, 3.743, -0.955], [0.800, -3.865, 0.926], [3.401, -4.333, -0.273], [3.306, -5.976, 0.293], [3.228, -4.665, 1.451], [1.349, -6.727, -0.797], [-1.151, -6.797, -0.863], [-2.373, -4.870, 0.326], [-1.586, -0.007, 3.132], [-3.191, -0.661, 2.844], [0.154, 0.051, 1.538], [1.890, 1.481, 0.562], [-2.836, 2.631, -0.098], [-1.936, 5.058, -0.652], [-1.800, 4.205, -2.150], [-0.464, 6.031, -2.398], [0.196, 6.024, -0.749], [0.907, 3.955, -2.966], [1.856, 5.295, -2.405], [2.494, 3.104, -1.300], [2.059, 4.440, -0.146]], "forces_ev_per_angstrom": [[-0.8, 0.0, 0.2], [-1.1, 0.1, -0.6], [-0.1, 0.4, 0.8], [-0.6, 0.8, 0.2], [0.6, -0.3, -0.1], [0.7, -1.7, -1.1], [0.3, 0.3, 0.2], [0.4, -0.2, -0.1], [-0.2, 0.7, 0.4], [-0.4, 0.4, 0.1], [1.0, -0.1, -0.3], [-0.7, -0.8, 0.6], [-0.7, 0.0, 0.2], [-0.7, 0.3, 0.0], [1.0, -0.5, 0.1], [0.8, -0.7, 0.6], [0.3, 0.9, -0.7], [0.7, -0.7, 0.0], [-0.1, 0.9, 0.8], [-0.9, 0.4, 0.8], [-0.1, -0.8, -0.2], [0.3, 0.5, -0.3], [0.1, -0.3, 0.0], [0.4, 0.3, 0.4], [0.1, -0.1, -0.1], [0.4, 0.7, 0.5], [0.1, 0.0, -0.1], [0.0, -0.3, -0.5], [0.1, 0.3, -0.3], [0.0, 0.7, -0.5], [0.6, -0.1, -0.1], [-0.7, 0.2, -0.1], [-0.5, -0.2, 0.5], [0.1, -0.3, 0.2], [0.0, 0.3, -0.1], [-0.2, -0.5, -0.5], [-0.3, -0.2, -0.1], [0.5, 0.2, -0.3], [0.1, 0.0, 0.2], [-0.2, -0.7, -0.9]]}


{"formula": "C34H39IrN5O2P2S2", "method": "wB97M-V/def2-TZVPD", "homo_energy_ev": [-10.73, -12.18], "multiplicity": 6, "charge": 2, "gap_ev": [5.09, 2.77], "species": ["Ir", "C", "C", "C", "C", "C", "C", "C", "C", "C", "H", "H", "H", "H", "H", "H", "H", "H", "H", "H", "H", "H", "H", "H", "H", "P", "P", "N", "N", "N", "N", "C", "C", "C", "C", "C", "C", "C", "C", "C", "C", "C", "C", "C", "C", "C", "C", "C", "C", "H", "H", "H", "H", "H", "H", "H", "H", "H", "H", "H", "H", "H", "H", "H", "H", "H", "H", "H", "H", "O", "S", "O", "N", "C", "S", "C", "C", "C", "C", "C", "C", "H", "H", "H", "H"], "coordinates": [[-2.208, 1.099, -0.547], [-2.021, 2.251, 1.702], [-0.918, 2.145, 0.848], [0.249, 1.206, 1.000], [0.240, -0.209, 0.379], [-1.116, -0.778, 0.127], [-2.239, -0.541, 0.938], [-2.219, -0.139, 2.389], [-2.697, 1.306, 2.585], [-3.626, 0.301, -1.596], [-2.470, 3.242, 1.764], [-0.629, 3.079, 0.334], [0.412, 1.088, 2.070], [1.116, 1.704, 0.553], [0.789, -0.181, -0.596], [0.832, -0.866, 1.049], [-1.141, -1.637, -0.569], [-3.125, -1.091, 0.629], [-1.239, -0.308, 2.885], [-2.921, -0.796, 2.932], [-3.778, 1.375, 2.350], [-2.631, 1.627, 3.640], [-4.675, 0.423, -1.251], [-3.376, -0.751, -1.739], [-3.436, 0.820, -2.540], [1.638, -2.583, -1.197], [3.272, 0.442, -0.275], [1.184, -3.877, -0.137], [2.329, -3.600, -2.559], [3.777, 0.181, 1.562], [4.609, 1.450, -0.797], [3.281, -2.321, -0.383], [4.030, -1.110, -0.891], [-0.103, -4.443, 0.036], [0.047, -5.697, 0.631], [1.463, -5.913, 0.826], [2.129, -4.795, 0.351], [1.846, -3.531, -3.871], [2.718, -4.229, -4.709], [3.796, -4.718, -3.896], [3.500, -4.367, -2.589], [2.895, 0.527, 2.592], [3.336, 0.006, 3.799], [4.587, -0.646, 3.532], [4.814, -0.543, 2.153], [5.843, 1.557, -0.137], [6.713, 2.282, -0.917], [6.042, 2.581, -2.150], [4.775, 2.024, -2.077], [3.934, -3.149, -0.626], [3.115, -2.308, 0.693], [5.084, -1.179, -0.578], [4.034, -1.025, -1.991], [-0.997, -3.889, -0.222], [-0.752, -6.381, 0.910], [1.963, -6.766, 1.260], [3.177, -4.550, 0.393], [0.933, -2.989, -4.084], [2.607, -4.373, -5.772], [4.693, -5.240, -4.219], [4.050, -4.614, -1.694], [1.994, 1.070, 2.380], [2.783, 0.076, 4.742], [5.224, -1.135, 4.273], [5.633, -0.924, 1.549], [5.989, 1.076, 0.816], [7.716, 2.573, -0.629], [6.457, 3.148, -2.973], [3.985, 1.959, -2.809], [-5.845, 5.296, 2.768], [-5.847, 3.989, 2.163], [-6.226, 2.854, 2.982], [-4.466, 3.647, 1.293], [-4.639, 3.477, 0.010], [-3.284, 3.027, -1.005], [-6.003, 3.849, -0.442], [-6.617, 3.925, -1.705], [-7.964, 4.312, -1.793], [-8.707, 4.649, -0.652], [-8.104, 4.572, 0.610], [-6.797, 4.103, 0.690], [-6.012, 3.672, -2.589], [-8.441, 4.374, -2.770], [-9.744, 4.967, -0.731], [-8.618, 4.865, 1.519]], "forces_ev_per_angstrom": [[1.6, 0.5, 0.4], [1.3, 1.1, -0.8], [0.1, 1.1, 1.5], [0.1, -0.5, 0.3], [0.2, 0.3, -0.4], [-0.4, -0.7, 0.8], [0.4, -1.1, -0.6], [-0.1, 0.3, 1.0], [-0.2, -1.0, 0.3], [-1.9, -1.3, -1.0], [0.0, -0.3, -0.5], [-0.5, -0.3, 0.3], [-0.2, 0.1, -0.2], [-0.2, 0.1, 0.4], [-0.7, -0.1, 0.8], [-0.2, 0.0, -0.3], [-0.3, 0.9, -0.1], [0.1, -0.1, 0.2], [-0.4, 0.1, -0.6], [0.3, 0.1, -0.3], [0.4, 0.1, 0.1], [0.1, 0.0, -0.3], [0.6, 0.0, -0.5], [-0.3, -0.3, 0.1], [-0.6, 0.0, -0.3], [1.3, -3.1, -1.3], [1.4, -1.2, 2.9], [-0.2, -0.2, 0.4], [-0.4, 0.8, 0.1], [-0.9, 0.7, -1.5], [1.8, 0.8, -0.6], [-0.2, 0.2, -0.3], [0.0, 0.5, 0.0], [1.0, -1.0, 0.5], [0.4, 1.2, -0.5], [0.0, 1.3, -0.6], [-1.4, -0.9, 0.6], [1.0, -0.6, -0.3], [-0.4, 0.7, 1.0], [-0.8, 0.4, 0.7], [0.1, 0.3, -0.8], [0.3, -0.6, 0.6], [0.0, 0.3, -1.0], [-0.3, 0.2, -1.2], [0.0, -0.2, 0.8], [-2.3, -0.6, -0.4], [0.2, 1.5, -2.9], [2.4, 0.1, 1.8], [-1.0, -1.0, 2.2], [-0.2, -0.1, 0.2], [0.2, 0.2, 0.1], [-0.3, 0.2, -0.1], [-0.1, -0.2, 0.2], [0.2, -0.2, -0.1], [0.2, 0.3, -0.1], [-0.2, 0.0, 0.0], [-0.2, -0.3, 0.0], [0.1, -0.1, 0.0], [0.0, 0.1, 0.1], [-0.4, 0.0, 0.1], [-0.1, 0.0, -0.2], [0.5, 0.0, 0.1], [0.5, 0.0, -0.5], [-0.2, 0.2, -0.5], [-0.2, 0.0, 0.3], [0.0, 0.1, 0.2], [-0.1, 0.0, -0.1], [-0.1, -0.1, 0.0], [0.0, 0.1, 0.0], [0.6, -0.8, -0.3], [-0.8, -0.2, 0.1], [0.7, 0.7, -0.8], [0.3, 0.6, 3.6], [-2.9, 0.6, -3.3], [-0.8, 1.4, -0.3], [3.0, -1.6, -0.2], [-1.3, 0.3, -1.4], [2.6, -0.9, -1.3], [-0.5, 0.4, 1.8], [0.6, -0.3, 0.0], [-2.2, 1.2, 1.5], [-0.5, 0.2, 0.3], [0.2, -0.1, 0.2], [0.2, 0.0, -0.1], [-0.1, -0.1, -0.1]]}


{"formula": "C4H10NO", "method": "wB97M-V/def2-TZVPD", "homo_energy_ev": -2.74, "multiplicity": 1, "charge": -1, "gap_ev": 6.68, "species": ["C", "C", "N", "C", "C", "O", "H", "H", "H", "H", "H", "H", "H", "H", "H", "H"], "coordinates": [[1.522, -2.162, -0.296], [-0.861, 1.347, 2.030], [-1.354, 1.803, 0.937], [-0.610, 0.774, 0.106], [-0.805, 1.008, -1.468], [0.040, 0.281, -2.185], [1.122, -1.843, 0.664], [1.265, -3.182, -0.576], [1.132, -1.434, -1.018], [-1.089, 0.330, 2.440], [0.028, 1.754, 2.566], [2.611, -2.148, -0.207], [-0.943, -0.267, 0.197], [0.480, 0.885, 0.136], [-1.867, 0.747, -1.700], [-0.671, 2.106, -1.629]], "forces_ev_per_angstrom": [[0.3, 0.3, 0.0], [0.5, -0.6, 0.0], [1.0, 0.4, 0.5], [-0.6, -0.8, -2.0], [-0.2, 0.4, -0.9], [0.4, -0.4, 0.4], [-0.2, -0.4, 0.2], [-0.4, 0.0, 0.2], [0.3, -0.1, -0.2], [0.2, -0.1, -0.4], [-0.8, 0.9, 0.5], [0.0, 0.3, -0.2], [0.2, 0.0, 0.5], [-0.1, -0.3, 0.7], [-0.2, 0.3, 0.4], [-0.3, 0.0, 0.2]]}


{"formula": "C20H18MoN2O6PS", "method": "wB97M-V/def2-TZVPD", "homo_energy_ev": [-11.59, -12.02], "multiplicity": 3, "charge": 1, "gap_ev": [7.20, 7.43], "species": ["Mo", "O", "C", "O", "C", "C", "C", "C", "C", "C", "S", "H", "H", "H", "H", "O", "C", "O", "C", "C", "N", "N", "C", "C", "O", "O", "H", "H", "H", "C", "P", "C", "C", "C", "C", "C", "C", "C", "H", "H", "H", "H", "H", "H", "H", "H", "H", "H", "H"], "coordinates": [[-0.278, -0.410, -1.305], [3.611, 0.204, -2.197], [2.535, 0.646, -1.947], [1.447, -0.183, -1.949], [2.260, 2.072, -1.601], [3.412, 2.850, -1.454], [3.343, 4.190, -1.126], [2.101, 4.782, -0.947], [0.947, 4.032, -1.095], [1.006, 2.677, -1.420], [-0.585, 1.914, -1.619], [4.367, 2.366, -1.608], [4.249, 4.770, -1.016], [2.025, 5.831, -0.695], [-0.019, 4.500, -0.961], [-6.875, -1.779, -0.817], [-5.606, -2.223, -0.710], [-5.374, -3.358, -0.445], [-4.522, -1.219, -0.950], [-4.641, 0.132, -1.221], [-3.408, 0.635, -1.366], [-2.484, -0.309, -1.187], [-3.131, -1.446, -0.933], [-2.204, -2.608, -0.675], [-2.517, -3.682, -0.277], [-0.937, -2.218, -0.878], [-6.938, -0.850, -1.074], [-5.501, 0.773, -1.331], [-3.123, 1.585, -1.568], [-1.281, -0.802, 2.088], [0.122, -0.265, 1.084], [0.584, 1.369, 1.699], [1.492, -1.384, 1.385], [2.798, -0.892, 1.381], [3.862, -1.763, 1.541], [3.627, -3.122, 1.700], [2.330, -3.615, 1.693], [1.260, -2.752, 1.528], [-1.607, -1.802, 1.805], [-2.108, -0.105, 1.953], [-0.986, -0.812, 3.137], [0.892, 1.294, 2.742], [-0.275, 2.033, 1.610], [1.396, 1.787, 1.107], [2.996, 0.166, 1.255], [4.874, -1.382, 1.537], [4.460, -3.801, 1.824], [2.149, -4.675, 1.807], [0.255, -3.153, 1.496]], "forces_ev_per_angstrom": [[-0.1, 0.1, 0.0], [0.1, 0.0, 0.0], [-0.2, -0.1, 0.1], [0.0, 0.0, -0.1], [0.1, 0.1, 0.0], [0.0, 0.0, 0.0], [0.0, 0.0, 0.0], [0.0, 0.0, 0.0], [0.0, 0.0, 0.0], [0.1, 0.0, 0.0], [0.0, -0.3, 0.0], [0.0, 0.0, 0.0], [0.0, 0.0, 0.0], [0.0, 0.0, 0.0], [0.0, 0.0, 0.0], [0.0, 0.1, 0.0], [0.0, 0.0, -0.1], [0.0, 0.0, 0.0], [0.0, 0.0, 0.1], [0.0, 0.0, -0.1], [0.0, 0.0, 0.1], [0.0, -0.1, -0.1], [0.0, 0.0, -0.1], [0.0, 0.0, 0.2], [0.0, 0.0, -0.1], [0.0, 0.2, 0.0], [0.0, -0.1, 0.0], [0.0, 0.0, 0.0], [0.0, 0.0, 0.0], [0.0, 0.0, 0.0], [0.0, 0.0, 0.0], [0.0, 0.0, 0.0], [0.0, 0.0, 0.0], [0.0, 0.0, 0.0], [0.0, 0.0, 0.0], [0.0, 0.0, 0.0], [0.0, 0.0, 0.0], [0.0, 0.0, 0.0], [0.0, 0.0, 0.0], [0.0, 0.0, 0.0], [0.0, 0.0, 0.0], [0.0, 0.0, 0.0], [0.0, 0.0, 0.0], [0.0, 0.0, 0.0], [0.0, 0.0, 0.0], [0.0, 0.0, 0.0], [0.0, 0.0, 0.0], [0.0, 0.0, 0.0], [0.0, 0.0, 0.0]]}